# 1
57
Properties=species:S:1:pos:R:3:forces:R:3 method="wB97M-V/def2-TZVPD" total_charge=0 e_above_lowest_ev=0.000 total_energy_ha=-1672.1075
Rb 0.08974 0.88292 -0.31720 -1.5 -0.7 0.4
N -0.49989 1.52049 2.43074 0.0 0.1 0.3
C -1.11058 0.83532 3.57449 0.1 -0.1 0.1
C -0.30124 -0.37226 4.03560 -0.1 0.0 -0.3
C -0.13011 -1.48081 2.99650 0.0 0.1 0.1
N 0.93255 -1.16203 2.03808 -0.1 0.0 -0.1
H 0.51039 1.55091 2.54580 0.0 0.0 -0.1
H -0.80146 2.48774 2.41169 0.0 0.0 0.0
H -2.10922 0.49306 3.28231 0.0 0.0 0.0
H -1.23799 1.49762 4.43921 0.0 0.0 0.0
H -0.80268 -0.79155 4.91002 0.0 0.0 0.0
H 0.69056 -0.03803 4.36053 0.0 0.0 0.1
H -1.06212 -1.60085 2.43679 0.0 0.0 0.0
H 0.05782 -2.42335 3.52644 0.0 0.0 0.0
H 1.01209 -1.89985 1.34718 0.0 0.0 0.0
H 1.82455 -1.11228 2.51552 0.1 0.0 0.0
C 2.98016 -2.81437 -4.51903 0.0 0.0 0.0
C 3.03687 -1.76669 -3.61163 0.1 0.0 -0.1
C 1.94687 -1.49277 -2.80295 -0.3 -0.1 0.2
C 0.79943 -2.28342 -2.88573 0.7 -0.2 -0.6
C 0.74672 -3.33804 -3.80698 -0.1 0.2 0.2
C 1.83342 -3.59573 -4.61830 0.0 0.0 0.0
N -0.27629 -1.93804 -2.04696 -0.6 0.2 0.6
N -1.14201 -2.81930 -1.93334 0.6 -0.2 -0.6
C -2.26864 -2.54203 -1.14024 -0.8 0.1 0.6
C -3.26486 -3.51736 -1.20278 0.2 0.1 -0.1
C -4.41332 -3.35278 -0.45010 0.0 0.1 0.0
C -4.52353 -2.22520 0.34666 0.0 -0.1 0.0
C -3.47674 -1.31258 0.34718 -0.1 0.1 0.1
N -2.37404 -1.45397 -0.37499 0.4 0.0 -0.2
H 3.82959 -3.01489 -5.15923 0.0 0.0 0.0
H 3.93107 -1.15973 -3.54559 0.0 0.0 0.0
H 1.98146 -0.67476 -2.09527 0.0 0.1 0.0
H -0.15826 -3.92335 -3.87695 0.0 0.0 0.0
H 1.78884 -4.40250 -5.33817 0.0 0.0 0.0
H -3.10833 -4.37534 -1.84063 0.0 0.0 0.0
H -5.20297 -4.09143 -0.47811 0.0 0.0 0.0
H -5.39838 -2.05786 0.95958 0.0 0.0 0.0
H -3.52857 -0.42176 0.96547 0.0 0.0 0.0
O 2.44283 2.43802 0.89211 0.0 0.0 0.1
C 2.88672 2.09518 -0.21562 0.4 0.2 -0.1
O 2.26108 1.53625 -1.15053 1.2 0.1 -0.6
C 4.35715 2.39696 -0.53978 -0.1 -0.1 0.0
C 4.96443 1.68799 -1.56594 0.1 -0.1 -0.1
C 6.27270 1.96877 -1.92012 -0.3 0.3 0.4
C 6.99264 2.96990 -1.29327 0.2 0.0 -0.1
C 6.36987 3.66346 -0.27274 -0.3 -0.4 -0.2
C 5.06753 3.38481 0.12028 0.1 0.1 0.2
N 7.11663 4.72658 0.40901 0.2 0.2 0.2
O 6.55264 5.32614 1.30365 0.1 -0.1 -0.1
O 8.25807 4.93950 0.04453 -0.2 0.0 0.0
N 6.90300 1.20574 -2.99990 0.3 -0.3 -0.1
O 8.03661 1.50545 -3.32012 -0.2 0.0 0.0
O 6.26520 0.29372 -3.49638 0.0 0.2 0.0
H 4.40157 0.92856 -2.08545 0.0 0.0 0.0
H 8.00373 3.20124 -1.58874 0.0 0.0 0.0
H 4.61160 3.92610 0.93710 0.0 0.0 0.0


# 2
13
Properties=species:S:1:pos:R:3:forces:R:3 method="wB97M-V/def2-TZVPD" total_charge=0 smiles="O=CNCCS" e_above_lowest_ev=0.947 total_energy_ha=-646.6772
C 1.40249 -0.18607 -0.39360 -1.0 -0.1 -0.2
C 0.05089 -0.89266 -0.13210 0.8 -0.1 -1.1
C -1.27418 0.66688 1.27046 -0.6 0.7 -0.7
H 0.25242 1.58656 -1.65139 0.3 -0.4 0.3
H 2.18751 -0.92102 -0.61208 -0.4 -0.1 0.1
H 1.74495 0.40228 0.45208 -0.2 0.2 0.0
H -0.12539 -1.67771 -0.94345 -0.2 1.4 1.0
H 0.19718 -1.37460 0.75905 0.6 -1.9 2.3
H -1.91826 -0.28336 -0.35087 -1.2 -0.2 -0.8
H -2.33432 1.05307 1.43231 0.9 -0.5 -0.1
N -1.11629 -0.07847 0.16899 0.0 -0.4 -1.3
O -0.32260 0.99175 1.91931 0.7 0.4 1.6
S 1.25561 0.71334 -1.91872 0.3 1.0 -1.1


# 3
47
Properties=species:S:1:pos:R:3:forces:R:3 method="wB97M-V/def2-TZVPD" total_charge=0 smiles="CCOC(=O)[C@H]1C(=O)O[C@]2(CCOC(C)(C)C2)[C@@H]1C(=O)OCC" total_energy_ha=-1150.8139
C -0.52736 4.74217 0.62841 0.3 -0.3 0.2
C 0.40975 4.25799 1.72503 -0.1 0.5 -0.1
H -0.07728 4.27635 2.70169 0.1 0.0 -0.1
H 1.31760 4.86817 1.74796 -0.1 -0.1 0.1
O 0.78012 2.89020 1.52529 -0.2 -0.2 0.2
C 1.77650 2.65227 0.67346 0.3 -0.3 -0.1
O 2.37794 3.49276 0.06600 0.0 0.1 -0.1
C 2.05052 1.16088 0.57917 0.0 0.0 0.1
C 0.81258 0.32478 0.24210 0.0 0.0 -0.1
C 0.66709 0.16618 -1.26322 0.1 0.2 0.4
O 1.52937 -0.25281 -1.98828 0.1 -0.1 -0.1
O -0.49788 0.66015 -1.66648 -0.3 0.2 0.1
C -0.80192 0.58646 -3.06389 0.0 -0.1 -0.6
C -1.75390 -0.56699 -3.33939 0.3 0.2 0.2
H -2.71657 -0.38458 -2.86927 -0.1 0.0 0.0
H -1.89590 -0.67497 -4.41074 0.0 0.0 -0.1
H -1.33700 -1.48525 -2.93358 0.0 -0.1 0.0
H -1.25382 1.54731 -3.32243 0.1 -0.1 0.1
H 0.13397 0.45617 -3.61545 -0.2 0.1 0.1
H -0.08150 0.82400 0.62519 0.2 -0.1 0.0
C 1.04411 -0.98096 1.04411 -0.3 -0.4 -0.4
C -0.23840 -1.57256 1.62792 0.3 0.1 -0.2
H 0.06359 -2.33067 2.35245 0.0 0.0 0.0
H -0.78295 -0.79813 2.16854 0.0 0.0 0.1
C -1.13402 -2.20127 0.53100 -0.5 -0.1 0.4
C -2.37607 -1.34347 0.27677 0.4 -0.2 -0.1
H -2.95092 -1.23279 1.19176 -0.1 0.0 0.1
H -2.99664 -1.82263 -0.47548 -0.1 0.0 -0.1
H -2.08668 -0.36524 -0.09368 0.0 0.1 0.0
C -1.57787 -3.60779 0.95716 0.2 0.3 -0.3
H -0.72613 -4.23910 1.19691 0.1 -0.1 0.1
H -2.21134 -3.53786 1.83681 -0.1 0.0 0.1
H -2.14107 -4.07432 0.15250 -0.1 0.0 -0.1
O -0.44453 -2.23552 -0.71714 -0.3 0.2 0.0
C 0.83866 -2.81390 -0.68059 0.4 -0.3 -0.1
C 1.79674 -2.06958 0.27047 -0.2 0.1 0.1
H 2.61594 -1.62304 -0.29070 0.0 0.0 0.0
H 2.21888 -2.75588 1.00602 0.0 0.0 0.0
H 1.19875 -2.74669 -1.70847 0.0 -0.1 0.1
H 0.77291 -3.87426 -0.40694 0.0 0.1 0.0
O 1.86956 -0.57275 2.14683 -0.2 -0.4 0.3
C 2.48736 0.58655 1.93435 0.2 0.7 -0.3
O 3.25655 1.07582 2.70319 0.0 0.0 0.1
H 2.85414 1.00484 -0.14870 -0.1 0.0 0.1
H -0.83841 5.76080 0.84072 -0.1 0.1 0.0
H -1.40774 4.10587 0.57386 -0.1 0.0 0.0
H -0.01672 4.72329 -0.33125 0.0 0.0 -0.1


# 4
48
Properties=species:S:1:pos:R:3:forces:R:3 method="wB97M-V/def2-TZVPD" total_charge=+2 e_above_lowest_ev=0.152 total_energy_ha=-2252.1022 spin_multiplicity=2
C 2.09375 -1.31591 -4.36948 -0.1 -0.5 -0.1
C 0.84226 -2.08609 -4.59466 -0.3 0.5 0.9
C 2.17230 0.11489 -4.71993 -0.4 0.5 1.0
C 3.19819 -1.95957 -3.61903 -0.4 0.5 0.8
Cl 0.23840 -1.13036 -0.53599 0.7 -3.4 -1.8
H 2.59862 0.32066 -5.72648 -0.2 -0.3 0.4
H 2.77405 0.63375 -3.95165 0.2 -0.3 -0.6
H 1.17145 0.57755 -4.64163 0.3 -0.3 -0.6
H 0.81838 -2.67176 -5.53377 0.2 0.3 0.2
H -0.02389 -1.40544 -4.56574 0.3 -0.1 -0.5
H 0.68733 -2.76772 -3.74233 0.3 -0.1 -0.5
H 3.93795 -2.48960 -4.25086 -0.4 0.2 0.0
H 2.77588 -2.66267 -2.88519 0.1 -0.2 -0.5
H 3.70914 -1.19675 -3.01297 0.2 -0.2 -0.5
C -2.45099 1.65879 0.56542 0.4 0.8 -0.9
C -1.40960 2.42832 -0.07982 -1.2 -0.6 0.3
C -1.01063 1.70366 -1.24610 0.3 -0.1 -0.1
H -1.15183 3.45122 0.16477 0.1 -0.2 0.0
C -1.79174 0.51011 -1.32308 -0.6 1.2 0.9
C -2.65812 0.47464 -0.19663 0.4 0.1 -0.2
H -3.40118 -0.31552 0.01181 0.7 0.6 -0.1
H -3.13165 2.03904 1.34734 0.9 -0.5 -0.3
H -0.29815 2.06233 -1.99193 -0.3 -0.2 0.3
H -1.84967 -0.19069 -2.13646 0.4 -0.2 0.1
C 1.72388 0.09980 2.19493 -0.2 0.5 -0.7
C 1.14172 1.36558 2.51749 0.8 0.5 -1.1
C 1.23469 2.20494 1.33956 0.4 -0.8 1.1
H 0.90423 1.71265 3.53338 -0.3 -0.4 -0.8
C 1.89111 1.44811 0.31527 -0.2 -0.4 0.4
C 2.20204 0.15032 0.85568 -0.3 1.5 1.1
H 2.81651 -0.61496 0.42362 -0.3 -0.2 -0.4
H 1.83248 -0.76015 2.86702 -0.2 0.5 -0.4
H 1.03317 3.26703 1.32088 -0.1 -0.2 -0.1
H 2.17394 1.83540 -0.65459 0.0 -0.1 0.1
V -0.19324 0.62382 0.56675 -1.3 2.1 2.6
N -1.68744 1.73374 3.49363 0.6 1.1 -0.9
C -1.75386 0.38888 3.40324 -0.1 -0.7 0.1
C -2.38155 -0.31250 4.46233 0.1 -1.3 -0.4
C -2.46136 -1.70876 4.40715 0.3 1.0 -0.3
C -1.90865 -2.35143 3.27915 0.1 0.0 -0.1
C -1.31524 -1.60003 2.28076 -0.3 -0.6 0.4
N -1.22542 -0.24946 2.32319 0.0 0.1 0.1
H -1.24681 2.29938 2.75700 -0.5 -0.6 0.8
H -2.08289 2.21595 4.28270 0.0 -0.1 0.0
H -2.78441 0.25696 5.29384 0.0 -0.1 -0.1
H -2.93615 -2.28713 5.20860 0.2 0.3 -0.4
H -1.93867 -3.43382 3.17449 0.0 0.3 0.1
H -0.87833 -2.06716 1.38834 -0.3 0.1 0.7


# 5
10
Properties=species:S:1:pos:R:3:forces:R:3 method="wB97M-V/def2-TZVPD" total_charge=0 e_above_lowest_ev=1.271 total_energy_ha=-682.3240
C 0.62225 0.66907 -0.32756 -2.4 0.4 -0.4
C 0.66794 -0.51021 0.30817 0.3 0.5 -0.3
C -1.48561 -0.25781 0.07932 -0.4 -0.4 0.2
C -0.90890 0.90557 -0.54847 2.8 1.0 -0.5
N -0.59425 -1.05943 0.55030 -0.7 -0.2 0.2
O -2.99284 1.95402 -1.54027 -0.4 0.5 -0.3
S -1.54960 2.13504 -1.44215 0.4 -1.8 1.2
H 1.38553 1.32869 -0.67353 0.4 0.1 0.0
H 1.52519 -1.05812 0.64754 0.3 0.0 0.0
H -2.53802 -0.45224 0.16976 -0.2 -0.1 -0.1